Record 1
19
Properties=species:S:1:pos:R:3 method="wB97M-V/def2-TZVPD" spin_multiplicity=1 homo_energy_ev=-9.741 relative_energy_ev=0.284 max_force_ev_per_a=1.1 e_lumo_ev=0.79 e_tot_ha=-401.6101
C 1.1679 -2.1650 -0.2670
N 1.2670 -0.7874 0.1943
H 0.2744 -2.2615 -0.8931
H 1.1464 -2.9510 0.4844
H 1.9599 -2.3209 -1.0005
H 0.5741 -0.5504 0.9052
H 2.1707 -0.5723 0.6003
O 1.3270 2.0114 -0.8127
H 1.4507 1.0531 -0.7896
H 2.1166 2.4610 -0.5033
O -0.9328 0.8656 -1.8636
H -0.2705 0.2491 -1.5249
H -0.5656 1.7453 -1.6970
O -0.9901 -0.2073 2.2676
H -1.4237 -0.6805 2.9807
H -1.7269 0.1364 1.7256
O -2.3441 1.1725 0.3425
H -2.0773 1.0846 -0.5949
H -3.1234 1.7173 0.4461



Record 2
127
Properties=species:S:1:pos:R:3 method="wB97M-V/def2-TZVPD" spin_multiplicity=1 homo_energy_ev=-8.937 relative_energy_ev=13.503 max_force_ev_per_a=11.0 e_lumo_ev=0.29 e_tot_ha=-2254.4755
C -2.9092 -2.7465 4.3723
O -4.1652 -3.1815 4.2013
C -4.6682 -3.0585 2.9193
C -4.6852 -1.5725 2.3453
C -5.8202 -0.8035 3.1603
N -5.2212 -1.6385 1.0083
H -2.5642 -2.9015 5.3593
H -2.6972 -1.5935 4.3533
H -2.0532 -3.2855 3.7293
H -4.1912 -3.7885 2.3833
H -5.6692 -3.6275 2.8623
H -3.8282 -1.0665 2.3653
H -6.6462 -1.3535 3.1153
H -5.9862 0.1885 2.8753
H -5.6912 -0.6845 4.2173
H -5.8632 -2.4465 0.9943
H -5.7182 -0.7245 0.6553
C -3.4742 0.2665 -3.9487
O -2.3212 -0.5095 -4.2937
C -2.2272 -0.7405 -5.6467
C -0.9862 -1.5705 -5.8557
C 0.3418 -0.7665 -5.6927
N -1.0362 -2.1715 -7.1927
H -4.3472 -0.3265 -4.1687
H -3.2792 1.2145 -4.3897
H -3.6032 0.4845 -2.8187
H -3.2562 -1.1415 -6.2937
H -2.1062 0.2675 -6.2397
H -0.6722 -2.3375 -5.0737
H 1.2278 -1.4885 -5.6747
H 0.1328 -0.3475 -4.7247
H 0.4898 -0.1275 -6.3827
H -1.8922 -2.8125 -7.1567
H -0.2472 -2.7175 -7.0747
C 1.3238 6.2745 -0.4727
O 0.8328 5.2745 0.4463
C -0.5242 5.0335 0.4643
C -0.9112 3.7675 1.1813
C -0.2342 2.5865 0.5183
N -2.3892 3.5895 1.1603
H 2.3358 6.4865 -0.3617
H 0.7568 7.2835 -0.1767
H 1.4078 5.9395 -1.4857
H -1.0992 5.9885 0.8523
H -0.7802 4.9175 -0.5377
H -0.6132 3.8085 2.3053
H -0.2672 2.6075 -0.6437
H -0.7302 1.6295 0.9773
H 0.7508 2.2805 0.8803
H -2.7982 4.3975 1.4773
H -2.8662 2.9665 1.8723
C 3.2218 3.5765 -2.6987
O 2.2768 4.0665 -3.6387
C 0.9938 3.5615 -3.6167
C 0.1908 4.1655 -4.7087
C 0.0158 5.6535 -4.4267
N -1.0792 3.3885 -4.7517
H 2.9658 3.9465 -1.7027
H 4.2938 4.0585 -2.7307
H 3.3138 2.6705 -2.6027
H 1.1588 2.4585 -3.8047
H 0.5178 3.7725 -2.5847
H 0.9598 4.0135 -5.5917
H 0.9638 5.9395 -4.5077
H -0.4732 5.8175 -3.4197
H -0.7192 6.0165 -5.1217
H -1.3522 3.2715 -3.7797
H -0.8302 2.4325 -5.0657
C 1.2798 -0.2635 -1.6047
O 1.7578 -0.8375 -0.4327
C 0.8398 -1.1255 0.6143
C 1.5888 -1.6035 1.8513
C 2.1588 -2.9625 1.4583
N 0.6408 -1.5985 2.9533
H 2.2468 0.1975 -2.1017
H 0.5318 0.6165 -1.5487
H 0.8908 -1.0465 -2.2987
H 0.1908 -0.0425 0.8753
H 0.2208 -1.9785 0.3393
H 2.4768 -0.8805 2.0623
H 1.5408 -3.7005 1.0373
H 2.5078 -3.4605 2.3423
H 3.0938 -3.0335 0.9593
H 0.3028 -0.6715 2.9203
H -0.0652 -2.0815 2.5243
C -2.2892 -2.3595 -1.0127
O -3.7122 -2.6975 -1.0757
H -1.9822 -2.2155 0.1413
H -2.1342 -1.2065 -1.2547
H -1.6052 -3.0625 -1.3417
H -4.0582 -2.1225 -0.4887
C -2.6382 1.3485 3.3933
O -3.7312 2.0235 2.9353
H -1.9032 1.9305 4.0163
H -2.1672 0.8275 2.6603
H -2.9752 0.3645 4.0733
H -4.3192 2.4415 3.6313
C 1.4928 -6.9435 1.7843
O 2.8688 -7.3315 1.8203
H 1.1498 -6.5515 0.7893
H 1.4028 -6.4055 2.8223
H 0.8228 -7.7425 1.9283
H 2.8478 -8.0065 1.0493
C 5.3908 -4.7145 1.5993
O 5.4358 -4.5405 3.0543
H 4.6108 -5.4165 1.3543
H 6.4588 -4.9085 1.2433
H 5.2588 -3.7815 1.2123
H 4.7958 -5.1105 3.4223
C 5.1068 0.3855 -1.1127
O 4.7618 -0.7365 -0.3597
H 4.4418 1.1565 -0.8917
H 4.9228 0.3235 -2.1777
H 6.0168 0.7855 -0.6237
H 3.8578 -0.8385 -0.2597
C 1.6468 2.3225 4.5973
O 1.7948 1.4445 3.5343
H 2.5308 2.3245 5.3283
H 0.5468 2.0955 5.1773
H 1.3988 3.3055 4.2913
H 2.1678 0.5825 3.7953
C 3.9378 -1.4485 4.7633
O 4.1958 -0.2155 4.0683
H 4.7018 -2.0595 4.4173
H 2.9908 -1.7735 4.5053
H 3.9408 -1.0375 5.8183
H 4.8388 -0.4995 3.4313



Record 3
74
Properties=species:S:1:pos:R:3 method="wB97M-V/def2-TZVPD" charge=+2 spin_multiplicity=1 homo_energy_ev=-14.420 max_force_ev_per_a=2.0 e_lumo_ev=-6.71 e_tot_ha=-3167.4197
Bi -0.8099 -0.4204 0.0538
C -1.3012 1.7406 -3.4499
C -2.2223 2.2523 -2.3462
P -1.7345 1.9836 -0.5677
C -3.3867 1.9372 0.1897
C -4.2745 2.9953 -0.0189
C -5.5780 2.9030 0.4373
C -6.0068 1.7614 1.1012
C -5.1271 0.7112 1.3147
C -3.8225 0.7979 0.8621
C -0.9446 3.5518 -0.0876
C 0.0514 4.0927 -0.8961
C 0.6148 5.3141 -0.5775
C 0.1778 6.0119 0.5375
C -0.8205 5.4781 1.3399
C -1.3741 4.2441 1.0421
C -1.3244 0.2246 -3.6273
P -0.1799 -0.7163 -2.5011
C -0.4813 -2.4443 -2.9603
C -0.5876 -2.8102 -4.3040
C -0.8910 -4.1176 -4.6379
C -1.0921 -5.0640 -3.6440
C -0.9644 -4.7073 -2.3104
C -0.6661 -3.4014 -1.9638
C 1.4571 -0.1559 -3.0454
C 2.1894 -0.9062 -3.9581
C 3.3541 -0.3800 -4.4873
C 3.8072 0.8654 -4.0869
C 3.1100 1.5835 -3.1296
C 1.9284 1.0827 -2.6150
H -0.2725 2.0769 -3.3090
H -1.6509 2.1901 -4.3821
H -3.2141 1.8056 -2.4662
H -2.3318 3.3362 -2.4480
H -3.9458 3.8849 -0.5399
H -6.2640 3.7190 0.2630
H -7.0265 1.6891 1.4477
H -5.4550 -0.1795 1.8277
H -3.1428 -0.0302 1.0321
H 0.3814 3.5783 -1.7832
H 1.3923 5.7209 -1.2060
H 0.6158 6.9690 0.7723
H -1.1772 6.0282 2.1963
H -2.1469 3.8264 1.6708
H -1.0010 -0.0128 -4.6431
H -2.3340 -0.1740 -3.5069
H -0.4407 -2.0767 -5.0854
H -0.9857 -4.3962 -5.6764
H -1.3587 -6.0751 -3.9106
H -1.1139 -5.4404 -1.5341
H -0.5773 -3.1243 -0.9218
H 1.8552 -1.8894 -4.2493
H 3.9056 -0.9473 -5.2183
H 4.7047 1.2765 -4.5200
H 3.4857 2.5313 -2.7793
H 1.3980 1.6307 -1.8484
O 3.3749 -0.1456 -0.4292
Cl 2.2883 -0.5641 0.2999
O 2.5212 -0.7269 1.6623
O 1.6034 -1.6730 -0.2525
O 1.2301 0.5517 0.1947
N -0.0102 1.7666 2.3614
N 0.6994 1.0420 3.3258
C 0.5793 -0.2892 3.4289
N 1.2253 -0.9448 4.3726
N -0.2866 -0.8515 2.5738
N -0.6165 -2.1377 2.6009
O -0.1537 -2.9109 3.3985
O -1.4186 -2.4511 1.7277
H 0.6088 2.0667 1.6101
H -0.4375 2.5781 2.8019
H 1.4612 1.4929 3.8254
H 1.9006 -0.5052 4.9756
H 1.0859 -1.9526 4.4234



Record 4
43
Properties=species:S:1:pos:R:3 method="wB97M-V/def2-TZVPD" spin_multiplicity=1 homo_energy_ev=-5.974 max_force_ev_per_a=5.2 e_lumo_ev=-2.79 e_tot_ha=-1836.3281
C 3.2813 6.2970 0.0054
C 2.7752 4.8953 0.0820
C 2.5021 4.1872 -1.0783
C 2.0406 2.8879 -1.0193
C 1.8504 2.2828 0.1980
S 1.2895 0.5771 0.2558
C -0.4945 0.6855 0.1955
N -1.0584 1.4017 -0.7047
C -1.5911 2.0528 -1.5547
O 1.7547 -0.0782 -1.0214
O 1.6234 0.0749 1.6360
C 2.1130 2.9685 1.3592
C 2.5746 4.2688 1.3031
H 3.4529 6.7192 0.9966
H 4.2265 6.3431 -0.5378
H 2.5685 6.9439 -0.5087
H 2.6655 4.6616 -2.0293
H 1.8490 2.3298 -1.9211
H -1.0868 0.1388 0.8954
H 1.9802 2.4750 2.3079
H 2.7940 4.8047 2.2091
Cl 0.5504 -4.3099 -4.4784
C -0.1418 -3.8561 -2.9788
C 0.5337 -4.1197 -1.7867
C -0.0288 -3.7839 -0.5872
C -1.3033 -3.1630 -0.5296
C -1.9270 -2.8533 0.6977
C -3.2584 -2.1613 0.8407
C -3.5287 -2.1453 2.3588
C -2.3314 -2.8141 2.9599
C -1.4553 -3.1850 1.9954
C -1.9575 -2.8877 -1.7553
C -1.3897 -3.2341 -2.9491
H 1.5014 -4.5905 -1.8319
H 0.5033 -3.9842 0.3246
H -3.2078 -1.1508 0.4191
H -4.0354 -2.7049 0.2912
H -3.6366 -1.1237 2.7438
H -4.4477 -2.6863 2.6165
H -2.1962 -3.0093 4.0098
H -0.5310 -3.6996 2.1856
H -2.9231 -2.4139 -1.7374
H -1.8997 -3.0408 -3.8775



Record 5
68
Properties=species:S:1:pos:R:3 method="wB97M-V/def2-TZVPD" spin_multiplicity=1 homo_energy_ev=-8.671 max_force_ev_per_a=4.8 e_lumo_ev=0.36 e_tot_ha=-1562.9027
C 0.5722 3.8260 -0.3795
N -0.8048 4.0102 -0.7893
C -1.2781 4.6930 -1.8670
C -0.2778 5.3567 -2.7750
O -2.4840 4.7529 -2.0728
H 0.7804 2.7563 -0.3539
H 0.6873 4.2362 0.6259
H 1.2733 4.3154 -1.0524
H -1.5331 3.5928 -0.2278
H -0.8035 5.8601 -3.5863
H 0.2961 6.1018 -2.2198
H 0.3905 4.6088 -3.2073
C 4.7558 -3.6667 3.9571
N 5.4382 -2.7502 3.0661
C 5.8743 -1.4916 3.3293
C 5.6399 -0.9384 4.7089
O 6.4400 -0.8431 2.4534
H 5.3575 -4.5740 4.0428
H 3.7900 -3.9191 3.5127
H 4.5992 -3.2421 4.9464
H 5.6308 -3.0520 2.1217
H 6.0420 0.0732 4.7672
H 4.5691 -0.8975 4.9193
H 6.1486 -1.5561 5.4518
C -7.8873 3.9269 -1.1644
N -7.7879 4.9964 -2.1338
C -6.7250 5.3202 -2.9236
C -5.4795 4.4859 -2.8021
O -6.8060 6.2650 -3.6996
H -8.7147 3.2753 -1.4553
H -8.1062 4.3673 -0.1885
H -6.9727 3.3415 -1.1001
H -8.5871 5.5989 -2.2692
H -4.7218 4.8610 -3.4890
H -5.0848 4.5480 -1.7864
H -5.6988 3.4476 -3.0616
C 7.0966 -8.9823 2.0611
N 6.8331 -7.7700 2.8062
C 6.2700 -7.6459 4.0390
C 5.8539 -8.9033 4.7534
O 6.1162 -6.5353 4.5329
H 8.1687 -9.0352 1.8596
H 6.5579 -8.9263 1.1127
H 6.7862 -9.8744 2.6005
H 7.0862 -6.8853 2.3897
H 5.4231 -8.6448 5.7205
H 5.0991 -9.4341 4.1692
H 6.7223 -9.5438 4.9217
C -7.0634 0.5941 -6.2414
N -6.4549 0.9298 -4.9724
C -7.0068 0.8603 -3.7302
C -8.4282 0.3783 -3.6162
O -6.3489 1.1850 -2.7502
H -6.4663 -0.1905 -6.7116
H -7.0470 1.4831 -6.8757
H -8.0890 0.2491 -6.1296
H -5.5006 1.2613 -4.9695
H -8.7273 0.3776 -2.5681
H -9.0956 1.0456 -4.1660
H -8.5107 -0.6408 -4.0002
N 5.4964 1.6751 1.5877
O 4.2695 0.9996 1.6188
C 3.2626 2.0206 1.5881
O 3.4951 3.1950 1.9160
O 1.9603 1.5525 1.1928
H 5.7439 1.6935 0.5882
H 6.1288 1.0324 2.1056
H 1.8021 0.8131 1.8367



Record 6
16
Properties=species:S:1:pos:R:3 method="wB97M-V/def2-TZVPD" spin_multiplicity=3 homo_energy_ev="-5.560 / -9.720" relative_energy_ev=0.642 max_force_ev_per_a=6.4 e_lumo_ev="0.99 / -1.70" e_tot_ha=-396.8826 s_squared=2.038
C -2.1533 0.6655 0.1092
C -1.7754 -0.6225 0.1658
C -1.2177 1.6416 -0.0418
C -0.3572 -0.9656 0.0698
C 0.2746 -2.1217 -0.2677
C 2.7076 0.7705 -0.0287
N 0.0665 1.3850 0.0815
N 1.8383 -0.0146 0.4837
N 0.4834 0.1686 0.2625
H -3.1754 0.7291 -0.1264
H -2.4159 -1.4956 0.2529
H -1.5396 2.7338 0.0602
H 1.3329 -1.9569 -0.1889
H -0.2649 -2.9983 -0.1514
H 3.7156 0.4877 0.0769
H 2.4805 1.5934 -0.7576



Record 7
144
Properties=species:S:1:pos:R:3 method="wB97M-V/def2-TZVPD" spin_multiplicity=1 homo_energy_ev=-9.880 max_force_ev_per_a=3.1 e_lumo_ev=-0.01 e_tot_ha=-5021.0972
C -6.2143 -3.2578 -0.9748
C -4.7575 -3.6093 -0.7417
O -4.7009 -4.1818 0.5699
H -6.6090 -2.3256 -0.5734
H -6.8812 -4.0800 -0.7194
H -6.3389 -3.1933 -2.0633
H -4.0133 -2.8134 -0.8497
H -4.4545 -4.3969 -1.4374
H -3.9461 -4.7760 0.6541
C -1.4435 7.3904 -1.7411
C -0.9482 5.9622 -1.8257
O -1.8138 5.0918 -1.0999
H -1.4281 7.8155 -0.7341
H -2.5064 7.4677 -1.9859
H -0.9026 8.0657 -2.4060
H 0.0650 5.8952 -1.4087
H -0.8964 5.5454 -2.8299
H -1.8489 5.2918 -0.1604
C -2.5784 4.1478 5.1663
C -1.2243 4.6839 4.8052
O -1.3772 6.0693 4.5076
H -2.6039 3.0880 5.4203
H -3.1846 4.2705 4.2642
H -3.0446 4.6990 5.9816
H -0.8403 4.1242 3.9430
H -0.5063 4.6354 5.6338
H -0.5147 6.4775 4.3961
C 3.4336 -3.4779 -1.2403
C 3.8804 -4.1767 -2.5161
O 4.6560 -5.3121 -2.1314
H 2.7986 -2.6518 -1.5691
H 4.3269 -3.0988 -0.7477
H 2.9441 -4.1843 -0.5760
H 4.5082 -3.4679 -3.0753
H 3.1050 -4.4155 -3.2540
H 5.1081 -5.6348 -2.9181
C 4.5754 3.9552 0.9961
C 3.8085 3.6653 2.2854
O 3.9903 4.7099 3.2269
H 4.4795 3.1067 0.3153
H 5.6442 3.9800 1.2330
H 4.3009 4.8981 0.5301
H 4.0778 2.6650 2.6460
H 2.7520 3.5614 2.0315
H 4.9063 4.6500 3.5196
C 4.1767 -0.3261 0.5568
C 5.6001 -0.1550 0.2112
N 6.7239 -0.0415 0.0016
H 3.5556 -0.3576 -0.3367
H 3.8096 0.4653 1.2027
H 4.1473 -1.3193 1.0063
C -1.7620 1.4168 -2.1613
C -2.8976 0.5778 -1.7879
N -3.7790 -0.1089 -1.5346
H -1.1765 0.8898 -2.9132
H -1.1995 1.6212 -1.2528
H -2.1060 2.3655 -2.5696
C 1.6552 -1.5336 3.7564
C 1.7430 -2.3212 2.5282
N 1.8136 -2.9349 1.5631
H 1.7114 -2.0872 4.6904
H 0.7521 -0.9244 3.7641
H 2.4622 -0.7990 3.7867
C -3.4858 -0.7978 1.7559
C -2.9307 0.5467 1.8090
N -2.5082 1.6147 1.8271
H -3.7304 -1.2273 2.7255
H -2.7311 -1.4852 1.3608
H -4.3184 -0.9385 1.0697
O 1.1907 1.0502 2.0039
S 0.8738 1.6182 0.7003
O 1.9084 2.2259 -0.0975
O 0.1048 0.5843 -0.2378
C -0.6915 -0.4334 0.3692
C -0.6395 -1.7167 -0.4412
C -0.4432 2.8188 1.0240
H -1.7146 -0.0577 0.4540
H -0.3499 -0.7188 1.3673
H 0.2974 -2.2395 -0.6201
H -1.1085 -1.5354 -1.4130
H -1.2972 -2.4251 0.0709
H -0.2459 3.4027 1.9183
H -1.3668 2.2475 1.0813
H -0.4393 3.5034 0.1758
O -1.5929 -4.3018 -2.1721
S -1.4159 -5.3971 -1.2579
O -2.4536 -5.6906 -0.3045
O -1.1020 -6.7402 -2.0915
C -0.1968 -6.6052 -3.2111
C -0.1997 -7.8598 -4.0302
C 0.1336 -5.2488 -0.3235
H 0.8349 -6.4366 -2.8784
H -0.5028 -5.7028 -3.7401
H -1.2199 -8.2270 -4.1739
H 0.4271 -8.7060 -3.7581
H 0.1034 -7.6306 -5.0573
H 0.8405 -4.7156 -0.9550
H 0.4044 -6.2678 -0.0656
H -0.0176 -4.6483 0.5702
O -5.6657 -2.0070 -6.6336
S -5.0255 -2.2846 -5.3810
O -5.1803 -3.5893 -4.7743
O -3.4378 -1.9182 -5.4810
C -2.5888 -2.4248 -4.4700
C -1.1638 -2.4901 -5.0011
C -5.5048 -0.9792 -4.1965
H -2.9292 -3.4046 -4.1368
H -2.5283 -1.7731 -3.5845
H -0.7014 -1.5590 -5.3213
H -1.1723 -3.2168 -5.8179
H -0.5238 -2.8978 -4.2143
H -6.5640 -0.7802 -4.3278
H -4.8565 -0.1143 -4.2683
H -5.3632 -1.4548 -3.2276
O 4.5042 2.5938 -2.5888
S 3.6455 3.1626 -3.6013
O 4.1338 3.7954 -4.7961
O 2.6300 1.9782 -4.1137
C 2.1529 1.1038 -3.0969
C 1.8461 -0.2303 -3.7523
C 2.4443 4.2335 -2.7860
H 1.2656 1.5499 -2.6425
H 2.8548 0.8344 -2.3074
H 1.4300 -0.9664 -3.0553
H 2.7479 -0.7353 -4.1024
H 1.1193 -0.1415 -4.5609
H 1.4678 4.0125 -3.1977
H 2.8011 5.2542 -2.9193
H 2.5394 4.0511 -1.7170
O -0.3400 1.1914 8.3580
S 0.9894 0.6725 8.0997
O 1.3613 -0.6702 8.4488
O 1.3013 0.8602 6.5204
C 0.8044 2.0425 5.8827
C 1.8354 2.4992 4.8830
C 2.2064 1.8191 8.7855
H 0.5799 2.7980 6.6424
H -0.1829 1.9401 5.4246
H 2.0347 1.7832 4.0876
H 2.8053 2.8465 5.2449
H 1.4908 3.3957 4.3557
H 2.0452 1.8414 9.8622
H 2.0657 2.8163 8.3796
H 3.1955 1.4159 8.5861



Record 8
6
Properties=species:S:1:pos:R:3 method="wB97M-V/def2-TZVPD" spin_multiplicity=1 homo_energy_ev="-9.037 / -9.039" relative_energy_ev=1.500 max_force_ev_per_a=7.9 e_lumo_ev="-0.02 / -0.01" e_tot_ha=-625.5333
N -1.0207 0.0429 0.1435
N 0.1480 0.6281 0.0390
N 1.0993 -0.4397 -0.1780
Cl 2.6794 0.0413 0.1123
H -1.2233 -0.9364 0.1447
H -1.6826 0.6638 -0.2615